{"formula": "C14H11F3N3O6S2", "method": "wB97M-V/def2-TZVPD", "e_lumo_ha": 0.087, "spin_multiplicity": 1, "charge": -1, "gap_ev": 7.1784, "symbols": ["S", "S", "F", "F", "F", "O", "O", "O", "O", "O", "O", "N", "N", "N", "C", "C", "C", "C", "C", "C", "C", "C", "C", "C", "C", "C", "C", "C", "H", "H", "H", "H", "H", "H", "H", "H", "H", "H", "H"], "positions_angstrom": [[-2.27565, 0.10249, 1.29954], [3.22145, -1.21652, -0.13444], [1.51421, -2.54782, 1.37023], [3.31317, -1.82952, 2.51125], [1.61225, -0.45798, 1.98554], [-2.18651, 0.85164, 0.05348], [1.16029, 1.91150, 0.85591], [-2.14590, 0.83927, 2.52463], [-1.25807, -3.31950, 0.23293], [5.13252, -0.05110, -1.25301], [2.41001, 2.95767, -3.37444], [-1.45216, -1.22415, 1.35537], [3.65730, 1.42751, -2.23443], [1.57250, 2.20568, -1.35027], [2.34664, -1.51790, 1.54182], [3.05608, 0.56332, -0.04009], [4.06842, 0.64761, -1.16254], [-5.54526, -2.96538, 1.73171], [1.83148, 1.58702, -0.10959], [-3.39008, -2.28555, 0.97411], [-4.94334, -0.58829, 1.81067], [-1.92322, -2.42061, 0.75190], [-3.72036, -0.95702, 1.28357], [-5.88748, -1.62286, 2.05364], [4.61500, 1.37281, -3.30836], [-4.30470, -3.30565, 1.16011], [2.52135, 2.25812, -2.38395], [0.49945, 3.23269, -1.45443], [5.61339, 1.37573, -2.85627], [0.41619, 3.52740, -2.51090], [-6.86109, -1.37723, 2.53202], [4.49255, 0.42525, -3.85451], [-0.44935, 2.84032, -1.07065], [-6.25430, -3.75472, 1.97673], [3.50375, 0.84560, 0.90280], [0.77798, 4.12420, -0.86604], [4.40668, 2.21506, -3.95447], [-4.01224, -4.34200, 0.94585], [-5.13296, 0.47292, 2.06457]], "lowdin_charge": [0.55, 1.12, 0.09, 0.03, 0.09, -0.35, 0.12, -0.32, 0.02, -0.05, 0.08, -0.12, 0.02, 0.03, -0.72, -0.34, -0.49, -0.10, -0.31, -0.15, -0.06, -0.47, -0.23, -0.09, -0.02, -0.03, -0.39, 0.01, 0.10, 0.09, 0.10, 0.11, 0.09, 0.08, 0.13, 0.10, 0.08, 0.12, 0.12]}

{"formula": "C14H11InN3O9", "method": "wB97M-V/def2-TZVPD", "e_lumo_ha": 0.092, "spin_multiplicity": 1, "charge": -1, "gap_ev": 9.1914, "symbols": ["In", "O", "O", "O", "O", "O", "O", "O", "O", "O", "N", "N", "N", "C", "C", "C", "C", "C", "C", "C", "C", "C", "C", "C", "C", "C", "C", "H", "H", "H", "H", "H", "H", "H", "H", "H", "H", "H"], "positions_angstrom": [[0.26466, 0.59975, 0.43737], [-0.95512, 2.01845, -0.78311], [1.57077, -0.12189, -1.38919], [1.43544, -0.64811, 1.68536], [-4.77881, 3.68719, 0.61025], [-2.56560, 3.56338, -0.58736], [-0.78348, -1.19126, 0.00674], [3.00784, -2.15500, 2.15991], [-0.48737, -3.34052, 0.52403], [-5.84990, 2.60407, 2.22561], [2.25625, 3.16794, 1.07441], [-2.33687, 0.37589, 2.56633], [-1.65253, 0.95051, 1.58121], [-3.55391, 0.92270, 2.69422], [-1.94720, 2.55800, -0.21005], [2.24587, -1.61181, -3.02854], [2.43294, -1.90457, -0.13039], [-3.66913, 1.89679, 1.72164], [1.14238, -2.34911, -0.89572], [-2.43086, 1.86911, 1.04427], [-0.13825, -2.31894, -0.04126], [-4.86352, 2.76527, 1.54313], [1.10585, -1.32460, -2.03655], [3.47728, -1.06357, -2.26182], [2.28775, -1.56853, 1.36790], [2.83817, -0.64892, -0.93242], [1.54134, 2.28482, 0.87182], [4.26630, -1.80038, -2.12410], [-4.27621, 0.59910, 3.42395], [3.20796, -2.66435, -0.18387], [0.12583, -1.16062, -2.47456], [-3.91483, 3.62427, 0.08884], [3.89483, -0.18795, -2.75734], [1.23563, -3.36534, -1.27017], [2.09066, -1.08629, -3.96985], [-1.92340, -0.40126, 3.05423], [3.37825, 0.10257, -0.36076], [2.32102, -2.67682, -3.24414]], "lowdin_charge": [0.84, -0.03, -0.13, -0.09, 0.12, 0.06, -0.09, 0.06, 0.07, 0.08, 0.00, 0.07, 0.04, 0.02, -0.53, -0.09, -0.09, -0.04, -0.10, -0.10, -0.59, -0.52, -0.24, -0.09, -0.59, -0.23, -0.27, 0.12, 0.14, 0.15, 0.17, 0.04, 0.12, 0.15, 0.11, 0.18, 0.16, 0.11]}

{"formula": "C14H11N4ORhS", "method": "wB97M-V/def2-TZVPD", "e_lumo_ha": [-0.330, -0.366], "spin_multiplicity": 1, "charge": 2, "gap_ev": [6.5897, 5.4843], "symbols": ["Rh", "S", "O", "N", "N", "N", "N", "C", "C", "C", "C", "C", "C", "C", "C", "C", "C", "C", "C", "C", "C", "H", "H", "H", "H", "H", "H", "H", "H", "H", "H", "H"], "positions_angstrom": [[1.42431, -0.32046, -2.46697], [3.60318, -0.61860, -1.95148], [1.63578, 2.56318, -3.33991], [4.53009, 0.35539, 0.34619], [1.23316, -0.06450, -0.55816], [-0.64392, -0.34783, -2.37609], [2.25607, 0.39385, 0.15503], [0.27187, -0.51136, 3.62736], [-2.37312, -0.61994, -0.76262], [-1.33417, 0.81999, 1.77537], [-0.77329, 0.30300, 4.05046], [-0.00165, -0.10735, -0.07692], [-1.56434, 0.97816, 3.12671], [-0.26731, 0.01368, 1.33987], [-1.51109, -0.56729, -3.35736], [0.54313, -0.64140, 2.28110], [-3.28832, -0.84230, -1.79253], [1.54337, 1.48285, -3.06464], [-1.06054, -0.33876, -1.08262], [-2.85831, -0.80254, -3.10272], [3.44359, 0.08486, -0.35851], [-3.53527, -0.96866, -3.92864], [-1.12266, -0.56057, -4.36813], [1.34519, -1.28742, 1.95168], [-4.32268, -1.05507, -1.55850], [-2.35868, 1.62923, 3.46426], [4.44399, 0.73178, 1.27887], [5.45262, 0.24580, -0.04379], [-0.97263, 0.41375, 5.10797], [-1.93305, 1.37117, 1.06226], [0.87290, -1.04251, 4.35213], [-2.67821, -0.69012, 0.27035]], "lowdin_charge": [0.84, 0.78, 0.24, 0.16, -0.13, -0.04, 0.08, -0.03, 0.05, -0.02, -0.01, -0.08, -0.03, -0.17, -0.05, -0.01, 0.03, -0.15, -0.17, 0.02, -0.74, 0.14, 0.14, 0.12, 0.14, 0.13, 0.14, 0.13, 0.13, 0.13, 0.13, 0.13]}

Computed M, in the same sequence as the records: 438.4 480.1 386.2 g/mol.
Computed ΔE to the lowest compared entry with this formula, charge and spin, in the same sequence as the records: 1.1425 0.0231 0.0000 eV.